The molecule CF2O in a non-equilibrium geometry. Source: the Open Molecules 2025 dataset; level of theory: wB97M-V/def2-TZVPD.

Geometry as XYZ:
```
4
CF2O wB97M-V/def2-TZVPD
O -1.19949 -0.06563 0.50760
C -0.13045 -0.03825 0.07131
F 0.29581 0.64845 -1.07409
F 1.03413 -0.54457 0.49519
```

Properties
LUMO energy in eV: 0.648
Charge: 0
ΔE to the lowest compared entry with this formula, charge and spin in kcal/mol: 4.41
SMILES: O=C(F)F

A structure of composition CF3Fe in a non-equilibrium geometry. Source: the Open Molecules 2025 dataset; level of theory: wB97M-V/def2-TZVPD.

Geometry as XYZ:
```
5
CF3Fe wB97M-V/def2-TZVPD
C 0.00176 0.43724 0.12229
F 0.92731 0.58449 1.02788
F -0.69158 1.53762 0.25666
Fe -0.79215 -1.05334 -1.39158
F 0.55466 -1.50600 -0.01524
```

Properties
LUMO energy (alpha / beta) in eV: -0.756 / -0.773
Spin multiplicity: 6
⟨S²⟩: 8.760
Charge: 0

The molecule CF3I2P in a non-equilibrium geometry. Source: the Open Molecules 2025 dataset; level of theory: wB97M-V/def2-TZVPD.

Geometry as XYZ:
```
7
CF3I2P wB97M-V/def2-TZVPD
F 1.54847 1.05938 -0.51692
C 0.80693 0.03589 0.07870
F 0.77227 0.21986 1.35944
F 1.53347 -1.07253 -0.14601
P -0.90382 -0.05792 -0.96037
I -1.82608 -2.00217 0.18845
I -1.93124 1.81749 -0.00329
```

Properties
LUMO energy in eV: -0.773
Charge: 0
ΔE to the lowest compared entry with this formula, charge and spin in kcal/mol: 4.75
SMILES: FC(F)(F)P(I)I

A structure of composition CF3N3 in a non-equilibrium geometry. Source: the Open Molecules 2025 dataset; level of theory: wB97M-V/def2-TZVPD.

Geometry as XYZ:
```
7
CF3N3 wB97M-V/def2-TZVPD
C -0.56976 1.23766 -1.44592
N 0.97271 -0.96880 -0.09236
N -0.09950 1.85028 -0.61231
N 0.56892 -0.94688 0.96707
F -1.00158 0.66297 -2.51459
F 1.03914 -1.19214 2.17812
F -0.90992 -0.64308 1.51999
```

Properties
LUMO energy in eV: -0.635
Charge: 0
ΔE to the lowest compared entry with this formula, charge and spin in kcal/mol: 21.57

The molecule CF3NO2S2 in a non-equilibrium geometry. Source: the Open Molecules 2025 dataset; level of theory: wB97M-V/def2-TZVPD.

Geometry as XYZ:
```
9
CF3NO2S2 wB97M-V/def2-TZVPD
O -3.16027 0.37811 -0.80369
S -2.20514 -0.10902 0.08492
O -2.58859 -0.69613 1.32187
N -0.85681 -0.41987 -0.62969
S 0.55743 -1.03747 0.33702
C 1.81001 0.23802 -0.02601
F 2.91660 -0.21723 0.61199
F 2.15024 0.46120 -1.35967
F 1.37654 1.40238 0.46325
```

Properties
LUMO energy (alpha / beta) in eV: -1.678 / -1.678
Charge: 0
SMILES: O=S(=O)=NSC(F)(F)F

A structure of composition CF4N2 in a non-equilibrium geometry. Source: the Open Molecules 2025 dataset; level of theory: wB97M-V/def2-TZVPD.

Geometry as XYZ:
```
7
CF4N2 wB97M-V/def2-TZVPD
C 0.90510 0.20370 -0.01591
N -0.25897 -0.27040 -0.17064
N -1.15437 0.38258 -0.57165
F 2.09419 -0.36353 0.02924
F 1.03357 1.50101 0.19554
F -0.50215 -1.94351 0.16301
F -2.11738 0.49016 0.37040
```

Properties
LUMO energy (alpha / beta) in eV: -0.835 / -0.836
Charge: 0
ΔE to the lowest compared entry with this formula, charge and spin in kcal/mol: 25.42

A structure of composition CF4NO2RhS2 in a non-equilibrium geometry. Source: the Open Molecules 2025 dataset; level of theory: wB97M-V/def2-TZVPD.

Geometry as XYZ:
```
11
CF4NO2RhS2 wB97M-V/def2-TZVPD
Rh 0.17686 1.99052 2.07775
F 0.40871 -0.09713 2.81110
N 0.42000 -1.04620 0.13324
S 1.10362 -1.40599 1.51817
O 1.23191 -2.85907 1.59918
S 0.67654 0.40511 -0.58575
O 0.17647 1.56358 0.29757
C -0.80884 0.36171 -1.75611
F -0.54824 1.23068 -2.71536
F -0.92087 -0.85568 -2.24150
F -1.91617 0.71247 -1.13827
```

Properties
LUMO energy (alpha / beta) in eV: -11.191 / -13.680
Spin multiplicity: 5
⟨S²⟩: 6.022
Charge: +2
ΔE to the lowest compared entry with this formula, charge and spin in kcal/mol: 1.42

A cluster of 2 separate species, CF6N2 in total in a non-equilibrium geometry. Source: the Open Molecules 2025 dataset; level of theory: wB97M-V/def2-TZVPD.

Geometry as XYZ:
```
9
CF6N2 wB97M-V/def2-TZVPD
C 0.30982 0.41919 0.51925
N 0.29822 -1.34789 -1.09971
N -0.72857 1.32805 0.23350
F 1.46424 0.96130 0.12837
F 0.36883 -0.10539 1.66063
F -0.09421 -2.39313 -0.28374
F 1.51478 -1.53816 -1.54206
F -1.56055 0.96076 -0.81467
F -1.57256 1.71527 1.19844
```

Properties
LUMO energy (alpha / beta) in eV: -0.781 / -0.948
Charge: 0
ΔE to the lowest compared entry with this formula, charge and spin in kcal/mol: 44.27

Question: charge of number 4 (CF3N3)?
Answer: 0